Record 1
C25H44IN3O11P2 | ωB97M-V with the def2-TZVPD basis set

* energy: -2951.23931 Ha
* E_HOMO: -8.84 eV

The geometry in XYZ format:
```
86
C25H44IN3O11P2 | the OMol25 dataset | ωB97M-V with the def2-TZVPD basis set
C 2.196 -4.357 4.789
N 1.742 -3.034 4.359
C 2.708 -2.450 3.411
C 0.435 -3.110 3.748
O 0.314 -3.491 2.617
C -0.714 -2.699 4.642
C -2.083 -3.191 4.224
C -2.403 -4.510 4.054
I -1.055 -6.099 4.363
C -3.708 -4.908 3.663
C -4.666 -3.961 3.467
C -6.058 -4.435 3.080
O -6.589 -5.310 4.086
O -6.304 -4.734 5.350
C -4.405 -2.575 3.646
N -5.427 -1.690 3.466
C -5.056 -0.460 3.698
C -3.748 -0.057 4.055
N -2.762 -0.898 4.223
C -3.106 -2.205 4.030
H 1.569 -4.791 5.564
H 3.223 -4.243 5.147
H 2.271 -5.025 3.915
H 3.428 -1.835 3.956
H 3.269 -3.246 2.908
H 2.190 -1.830 2.683
H -0.516 -3.103 5.644
H -0.659 -1.615 4.741
H -3.973 -5.951 3.543
H -6.758 -3.611 2.956
H -6.006 -5.053 2.183
H -6.264 -5.465 5.978
H -5.815 0.314 3.607
H -3.550 0.999 4.217
O 0.788 2.087 -0.120
P -0.432 2.957 -0.246
O 0.043 4.068 0.883
C 1.037 5.025 0.527
C 0.538 6.048 -0.480
O -1.463 2.083 0.684
C -1.243 0.691 0.913
C -0.382 0.450 2.139
O -1.676 3.991 -0.626
C -2.220 3.917 -1.963
C -2.790 2.548 -2.281
H 1.923 4.510 0.142
H 1.324 5.531 1.449
H 0.340 5.583 -1.450
H 1.280 6.833 -0.632
H -0.394 6.500 -0.141
H -0.801 0.224 0.032
H -2.220 0.224 1.054
H 0.459 1.139 2.202
H -0.001 -0.573 2.148
H -0.971 0.597 3.045
H -1.440 4.181 -2.683
H -2.999 4.675 -2.029
H -2.010 1.778 -2.276
H -3.253 2.548 -3.268
H -3.534 2.260 -1.539
O 4.943 1.486 -4.386
P 3.641 1.277 -5.069
O 3.224 2.739 -5.657
C 3.955 3.265 -6.765
C 3.689 2.509 -8.055
O 2.613 1.166 -3.804
C 3.100 1.019 -2.467
C 3.328 2.358 -1.798
O 2.580 0.442 -6.008
C 2.922 -0.923 -6.338
C 3.068 -1.796 -5.106
H 5.025 3.265 -6.533
H 3.642 4.302 -6.878
H 4.087 1.492 -8.006
H 4.161 3.011 -8.900
H 2.619 2.429 -8.242
H 4.011 0.420 -2.457
H 2.352 0.456 -1.906
H 3.805 3.084 -2.458
H 3.942 2.249 -0.902
H 2.376 2.785 -1.494
H 3.846 -0.930 -6.922
H 2.125 -1.301 -6.977
H 3.901 -1.466 -4.478
H 3.255 -2.831 -5.394
H 2.166 -1.754 -4.496
```

Record 2
C25H44N7NaO4 | ωB97M-V with the def2-TZVPD basis set

* energy: -1825.50029 Ha
* E_HOMO: -6.34 eV

The geometry in XYZ format:
```
81
C25H44N7NaO4 | the OMol25 dataset | ωB97M-V with the def2-TZVPD basis set
Na -1.571 -0.612 -0.920
C -2.123 1.248 0.702
C -0.960 2.065 0.693
C -0.127 1.599 1.765
C -0.794 0.482 2.339
C -2.020 0.262 1.701
C -3.106 -0.690 2.166
C -3.902 -0.027 3.301
C -2.498 -1.996 2.688
C -4.083 -1.025 1.035
C 1.120 2.189 2.447
C 1.425 1.439 3.753
C 2.421 2.096 1.622
C 0.880 3.650 2.862
C -0.906 3.275 -0.250
C -1.593 4.486 0.405
C -1.677 2.979 -1.549
C 0.496 3.685 -0.709
H -3.002 1.425 0.095
H -0.440 -0.086 3.186
H -3.239 0.218 4.132
H -4.692 -0.689 3.669
H -4.358 0.901 2.954
H -1.850 -1.810 3.546
H -1.902 -2.481 1.913
H -3.285 -2.685 3.009
H -4.537 -0.124 0.619
H -4.891 -1.662 1.405
H -3.589 -1.574 0.227
H 1.614 0.378 3.576
H 0.603 1.525 4.463
H 2.321 1.865 4.213
H 2.800 1.068 1.654
H 3.198 2.731 2.057
H 2.284 2.394 0.586
H -0.051 3.723 3.427
H 0.806 4.324 2.013
H 1.699 4.005 3.495
H -2.621 4.231 0.667
H -1.611 5.342 -0.278
H -1.086 4.790 1.319
H -2.736 2.800 -1.374
H -1.264 2.108 -2.063
H -1.600 3.833 -2.228
H 1.131 4.026 0.103
H 0.420 4.506 -1.427
H 0.996 2.851 -1.213
N 1.269 -0.842 0.265
N 2.136 -0.238 -0.664
C 1.633 0.075 -1.881
N 2.404 0.777 -2.712
N 0.399 -0.360 -2.102
N -0.236 -0.095 -3.262
O -1.429 -0.391 -3.233
O 0.313 0.383 -4.248
H 0.761 -0.128 0.811
H 1.825 -1.407 0.893
H 2.811 0.424 -0.298
H 3.305 1.107 -2.416
H 2.030 1.017 -3.616
N 4.997 -3.338 -1.273
C 4.584 -3.547 -2.551
O 5.358 -3.796 -3.452
C 3.107 -3.449 -2.801
C 2.677 -3.274 -4.110
C 1.323 -3.155 -4.362
C 0.446 -3.220 -3.290
N 0.842 -3.418 -2.035
C 2.146 -3.534 -1.803
H 5.986 -3.371 -1.094
H 4.387 -2.985 -0.560
H 3.416 -3.229 -4.899
H 0.948 -2.995 -5.363
H -0.621 -3.086 -3.431
H 2.418 -3.712 -0.768
C -2.175 -4.087 -0.504
O -1.478 -2.871 -0.719
H -1.834 -4.588 0.405
H -2.056 -4.769 -1.350
H -3.233 -3.855 -0.391
H -0.559 -3.084 -0.981
```